The ion C3H6NO4P with charge -2, computed with ωB97M-V with the def2-TZVPD basis set.

Calculated values
SMILES ... C=P([O-])([O-])OCCN=O
HOMO-LUMO gap (alpha / beta) ... 5.3040 / 6.5302 eV
Energy above the lowest of the compared OMol25 structures with the same formula, charge and spin ... 4.224 eV
Highest occupied orbital energy (alpha / beta) ... 1.72 / 0.57 eV

```
! RIJCOSX wB97M-V def2-TZVPD def2/J DEFGRID3
* xyz -2 1
H 2.1135 1.0820 0.6055
H -1.6156 -1.7079 1.0578
O 0.9585 -1.3864 2.3737
C -1.2511 -0.1270 -0.2663
C 1.7562 0.4410 -0.2143
H -2.3676 -0.1212 -0.1622
C -0.9009 -0.9241 1.0796
O 0.8446 2.6217 -1.5180
N 0.4403 -1.4540 1.2077
O -0.7899 1.1311 -0.2656
H 2.2779 -0.5224 -0.4833
H -1.1834 -0.1248 1.8575
P 0.6609 1.1951 -1.3485
O 0.2314 0.4346 -2.5671
H -1.1747 -0.5378 -1.3566
*
```

***

A cluster of 2 separate species, C3H6NO6P in total, computed with ωB97M-V with the def2-TZVPD basis set.

Calculated values
HOMO-LUMO gap ... 5.8833 eV
Energy above the lowest of the compared OMol25 structures with the same formula, charge and spin ... 2.699 eV
Highest occupied orbital energy ... 0.47 eV

```
! RIJCOSX wB97M-V def2-TZVPD def2/J DEFGRID3
* xyz -2 1
O 0.7872 -0.8010 -1.6964
O -3.1169 0.4157 0.7537
H -0.3412 1.6271 -0.7133
O -1.6804 -0.0751 -1.3705
H 1.0815 -2.0421 0.0136
P -1.7441 -0.4417 0.1382
C -0.2820 0.3816 0.7656
C 2.4325 -0.2939 0.2142
O 2.8007 0.8725 -0.1817
C 1.1408 -1.0637 -0.4430
H -0.2020 -0.7156 -1.8479
O -1.9731 -1.8234 0.5919
O 3.0826 -0.9847 1.0569
H 0.9675 1.9036 0.4711
H -3.0592 1.2015 0.2201
N 0.0142 1.6586 0.2521
H 0.0918 0.1805 1.7753
*
```

***

A structure of composition C3H6NOP, computed with ωB97M-V with the def2-TZVPD basis set.

Calculated values
HOMO-LUMO gap (alpha / beta) ... 8.3125 / 6.9660 eV
Energy above the lowest of the compared OMol25 structures with the same formula, charge and spin ... 1.198 eV
Highest occupied orbital energy (alpha / beta) ... -8.70 / -8.91 eV

```
! RIJCOSX wB97M-V def2-TZVPD def2/J DEFGRID3
* xyz 0 3
H 1.6968 -2.2531 -0.1399
C -0.2473 2.4789 -0.5960
H -0.4608 1.4294 -0.9715
O -0.2617 2.8180 1.8253
H -1.0058 3.3465 -0.7436
N 0.2642 -0.7081 0.1732
P 1.3994 0.8934 1.2806
H 1.1249 -1.9986 1.5649
C 0.7692 -1.9959 0.4717
C 0.1394 2.2300 0.8303
H 0.0099 -2.8479 0.2998
H 0.5604 2.9324 -1.0936
*
```

***

The ion C3H6NOS with charge -1, computed with ωB97M-V with the def2-TZVPD basis set.

Calculated values
SMILES ... O=CNCC[S-]
HOMO-LUMO gap ... 6.4108 eV
Energy above the lowest of the compared OMol25 structures with the same formula, charge and spin ... 1.128 eV
Highest occupied orbital energy ... -2.65 eV

```
! RIJCOSX wB97M-V def2-TZVPD def2/J DEFGRID3
* xyz -1 1
C 0.4958 -1.1234 1.1155
C -0.2694 -0.5491 -0.1338
H -0.2075 -1.0988 -1.0706
C -0.4212 1.5848 -1.3365
H -1.2761 1.0758 -1.8221
H 0.9968 1.1591 0.1209
H -1.2418 -0.5481 0.3724
S -0.5200 -1.6177 2.5475
O -0.1134 2.7306 -1.6110
H 1.0813 -1.9827 0.7606
N 0.2475 0.7913 -0.4601
H 1.2279 -0.4216 1.5173
*
```